22
Properties=species:S:1:pos:R:3:forces:R:3:lowdin_charge:R:1 method="wB97M-V/def2-TZVPD" relative_energy_kcal_mol=0.2 s_squared=15.803 total_charge=+4 multiplicity=8 energy_ha=-2135.4393 max_force_ev_per_a=13.60
N -1.3500 -0.6839 3.6999 0.734 1.089 0.447 0.159
H 1.9942 0.7816 4.8934 0.010 0.135 0.342 0.173
C 0.0217 0.6762 -4.4681 2.068 5.423 -4.898 -0.101
C 1.0205 -0.4018 3.4288 1.631 0.562 0.387 -0.019
C -0.0633 -2.0314 -4.0279 2.057 -7.771 -3.867 -0.112
H -0.1408 1.2133 6.1810 -0.075 -0.193 -0.237 0.188
S -0.1941 -1.8200 1.5740 -0.012 -1.894 1.484 0.952
C 1.0463 0.3685 4.5742 0.119 0.046 -0.077 0.120
C -0.1574 0.6033 5.2685 2.475 1.280 1.305 0.149
C 0.9203 1.2592 0.7432 8.372 10.001 3.842 -0.291
Au -0.5430 -0.4619 -3.0052 -1.453 0.670 2.032 0.734
O 0.2375 -3.0052 -4.5684 -1.346 4.545 2.313 0.300
H 1.8712 -0.6443 2.7804 0.169 0.238 0.764 0.155
Cl -1.3970 -1.7837 -1.1561 0.100 -0.363 -0.310 0.104
Ru -0.1840 -0.0219 0.1012 -4.652 -3.035 -3.351 0.797
C -0.1878 -0.8758 2.9796 -2.616 -1.271 0.293 -0.607
O 0.3755 1.3997 -5.2813 -1.322 -2.979 2.939 0.307
C -1.3461 0.0785 4.8340 -2.265 -2.015 -2.152 0.150
H -2.3222 0.2033 5.3028 0.153 0.094 0.226 0.199
O 1.5138 2.2145 1.0977 -3.301 -4.999 -1.771 0.244
Cl -1.1441 1.5117 -1.3704 -0.499 0.454 -0.102 0.199
H -2.2064 -1.0803 3.3185 -0.346 -0.015 0.392 0.199